[1]
2 unconnected molecules or ions with the total composition C7H13Br2F3N2O, computed with ωB97M-V with the def2-TZVPD basis set.

Geometry as XYZ:
```
28
Properties=species:S:1:pos:R:3:nbo_charge:R:1
Br -4.610 0.320 3.587 -0.03
Br -3.316 2.993 1.418 -0.04
F -3.762 0.086 1.066 -0.32
F -2.152 1.866 3.524 -0.33
F -2.472 -0.769 2.486 -0.29
O 0.339 -0.425 -0.733 -0.47
N 1.888 0.046 -2.308 -0.57
N 0.579 -0.559 2.164 -0.93
C -2.318 1.515 2.252 0.31
C 0.172 0.812 2.432 -0.24
C -3.204 0.260 2.240 0.61
C 0.704 -2.277 -2.233 -0.73
C 0.917 -0.918 -1.661 0.58
C 3.007 -0.472 -3.133 -0.42
C -1.007 1.299 1.541 -0.51
H 2.599 -0.974 -4.004 0.23
H 0.305 -2.906 -1.442 0.29
H 1.302 0.692 -2.851 0.43
H -0.072 0.863 3.485 0.19
H 3.622 0.368 -3.444 0.23
H 1.629 -2.724 -2.600 0.23
H 2.194 0.625 -1.520 0.46
H -1.166 0.537 0.805 0.24
H -0.018 -2.230 -3.054 0.24
H 3.594 -1.156 -2.527 0.24
H -0.733 2.210 1.040 0.21
H 0.944 -0.551 1.218 0.26
H 1.033 1.469 2.254 0.14
```

## Properties
total charge	0
2S+1	1
electronic energy	-5906.68160	hartree
gap between HOMO and LUMO	0.13364	Ha

=====

[2]
2 unconnected molecules or ions with the total composition C7H13Br3OSi, computed with ωB97M-V with the def2-TZVPD basis set.

Geometry as XYZ:
```
25
Properties=species:S:1:pos:R:3:nbo_charge:R:1
Br 4.129 -1.340 1.164 -0.34
Br 3.317 2.145 0.589 -0.32
Br 3.372 -0.119 -2.165 -0.35
Si 2.761 0.015 0.050 0.64
O -0.581 -0.059 0.300 -0.50
C -0.618 1.182 0.790 -0.11
C 0.123 -1.082 0.816 0.31
C -0.109 -2.425 0.292 -0.53
C -0.827 1.621 -1.623 -0.65
C -0.716 2.239 -0.261 0.01
C -0.828 3.526 0.054 -0.42
C 1.005 -2.998 -0.727 -0.57
H 1.452 -2.145 -1.150 0.22
H -1.039 -2.556 -0.235 0.25
H -1.250 4.289 -0.611 0.21
H -1.513 1.314 1.456 0.21
H -0.762 2.361 -2.394 0.23
H -0.121 0.694 -1.607 0.24
H -0.705 3.762 1.073 0.19
H 0.299 -0.838 1.812 0.18
H 0.379 -3.644 -1.429 0.21
H -0.251 -3.160 1.191 0.23
H 0.262 1.159 1.630 0.20
H 1.642 -3.714 -0.147 0.23
H -1.818 1.267 -1.421 0.22
```

## Properties
total charge	0
2S+1	1
electronic energy	-8361.25502	hartree
gap between HOMO and LUMO (alpha / beta)	0.24668 / 0.24712	Ha

=====

[3]
2 unconnected molecules or ions with the total composition C7H13BrCl2O4, computed with ωB97M-V with the def2-TZVPD basis set.

Geometry as XYZ:
```
27
Properties=species:S:1:pos:R:3:nbo_charge:R:1
Br -1.461 -2.312 0.751 -0.03
Cl -1.062 0.752 4.236 -0.03
Cl -1.516 -1.832 5.539 -0.03
O 0.146 -1.294 -3.139 -0.54
O 2.121 0.705 -2.440 -0.24
O 2.062 -0.685 -2.238 -0.29
O 0.340 -1.192 -0.938 -0.51
C -2.624 0.811 -1.288 -0.60
C 2.891 0.705 -0.077 -0.64
C -0.766 -0.992 4.177 -0.40
C 0.745 -1.054 -2.187 0.97
C -1.510 0.292 -0.387 -0.46
C 2.198 1.418 -1.200 -0.08
C -1.058 -1.106 -0.768 0.10
H -0.669 0.966 -0.428 0.22
H -1.837 0.306 0.634 0.23
H -2.690 1.877 -1.145 0.22
H -2.414 0.615 -2.324 0.21
H 0.303 -1.163 4.208 0.22
H -3.576 0.400 -0.999 0.21
H 2.781 1.316 0.807 0.22
H 2.782 2.294 -1.433 0.20
H 1.209 1.765 -0.923 0.16
H -1.185 -1.377 3.255 0.23
H -1.621 -1.520 -1.583 0.23
H 3.943 0.562 -0.262 0.22
H 2.468 -0.259 0.152 0.23
```

## Properties
SMILES	CCOOC(=O)O[C@@H](Br)CC.ClCCl
total charge	0
2S+1	1
electronic energy	-4069.76073	hartree
gap between HOMO and LUMO	0.41129	Ha

=====

[4]
A molecular structure, C7H13BrN3NiO5S, computed with ωB97M-V with the def2-TZVPD basis set.

Geometry as XYZ:
```
31
Properties=species:S:1:pos:R:3:nbo_charge:R:1
Br -0.240 -2.037 -2.033 0.10
Ni -4.398 -1.895 2.347 0.94
S 2.290 0.882 0.108 2.31
O 2.822 0.061 1.150 -0.93
O 2.503 -2.920 -1.197 -0.46
O 3.268 1.717 -0.510 -0.92
O 2.153 -2.644 0.905 -0.20
O -2.014 -1.334 2.582 -0.55
N -3.517 0.114 1.681 -0.96
N 1.589 -0.054 -1.067 -0.72
N -0.230 1.265 -2.077 -0.88
C -0.051 -1.120 0.630 -0.49
C 0.833 -1.233 -0.615 0.05
C 1.125 2.008 0.900 -0.88
C 1.905 -2.335 -0.318 0.69
C -1.351 -0.353 0.471 -0.53
C 1.112 0.687 -2.229 -0.08
C -2.238 -0.583 1.665 0.71
H 1.203 0.114 -3.137 0.23
H -0.121 2.246 -1.862 0.36
H -0.332 -2.135 0.886 0.25
H -0.726 1.222 -2.956 0.38
H 1.716 2.877 1.154 0.28
H -1.940 -0.652 -0.393 0.27
H 0.479 -0.746 1.498 0.26
H 0.769 1.508 1.789 0.24
H 0.327 2.308 0.235 0.22
H 1.804 1.510 -2.360 0.23
H -1.231 0.723 0.401 0.26
H -4.080 -0.291 0.926 0.38
H -3.426 1.091 1.424 0.43
```

## Properties
total charge	+1
<S²>	2.009
2S+1	3
electronic energy	-5295.07925	hartree
gap between HOMO and LUMO (alpha / beta)	0.26388 / 0.25498	Ha

=====

[5]
2 unconnected molecules or ions with the total composition C7H13BrO, computed with ωB97M-V with the def2-TZVPD basis set.

Geometry as XYZ:
```
22
Properties=species:S:1:pos:R:3:nbo_charge:R:1
Br 2.739 0.485 -0.327 0.00
O -1.605 1.211 -0.839 -0.69
C 1.766 -2.482 0.286 -0.64
C 0.966 -0.101 -0.286 -0.24
C -0.574 1.570 -0.075 0.51
C 0.194 2.745 -0.334 -0.72
C -0.655 -1.896 0.078 -0.63
C 0.723 -1.380 0.130 -0.10
C -0.919 1.308 1.321 -0.67
H 1.005 2.964 0.433 0.26
H -1.457 2.157 1.684 0.21
H -0.992 -2.429 0.998 0.20
H 1.516 -3.246 -0.455 0.21
H 0.688 2.554 -1.343 0.24
H -1.301 -1.133 -0.096 0.22
H 1.594 -2.796 1.236 0.21
H -0.356 3.661 -0.601 0.24
H -0.089 1.149 1.873 0.23
H 2.801 -2.105 0.114 0.23
H -1.605 0.547 1.456 0.23
H -1.592 1.438 -1.850 0.50
H -0.667 -2.717 -0.683 0.21
```

## Properties
total charge	0
2S+1	1
electronic energy	-2923.63027	hartree
gap between HOMO and LUMO	0.31435	Ha

=====

[6]
A single C7H13BrO3S molecule, computed with ωB97M-V with the def2-TZVPD basis set.

Geometry as XYZ:
```
25
Properties=species:S:1:pos:R:3:nbo_charge:R:1
Br 2.176 1.101 -1.966 -0.04
S -2.660 0.059 -0.001 2.39
O -2.776 1.292 0.706 -0.95
O -2.047 -1.072 0.937 -0.70
O -3.861 -0.435 -0.557 -0.93
C -0.483 -0.981 -1.209 -0.42
C 2.093 0.697 -0.040 -0.20
C 1.368 1.799 0.701 -0.64
C 1.677 -0.737 0.264 -0.42
C -0.672 -0.717 1.280 -0.10
C -1.409 0.221 -1.271 -0.69
C 0.213 -1.188 0.140 -0.25
H -0.910 1.179 -1.241 0.25
H -1.951 0.171 -2.207 0.26
H 0.243 -2.271 0.239 0.22
H -1.134 -1.839 -1.343 0.22
H 1.988 2.685 0.725 0.23
H 1.988 -0.912 1.295 0.22
H -0.667 0.353 1.432 0.21
H 3.130 0.778 0.255 0.22
H 2.284 -1.410 -0.331 0.23
H -0.439 -1.272 2.178 0.21
H 0.386 2.033 0.314 0.22
H 0.213 -1.012 -2.035 0.24
H 1.249 1.479 1.733 0.21
```

## Properties
SMILES	C[C@H](Br)C[C@@H]1CCS(=O)(=O)OC1
total charge	0
2S+1	1
electronic energy	-3472.43199	hartree
gap between HOMO and LUMO	0.40354	Ha

=====

[7]
2 unconnected molecules or ions with the total composition C7H13Cl2O3S, computed with ωB97M-V with the def2-TZVPD basis set.

Geometry as XYZ:
```
26
Properties=species:S:1:pos:R:3:nbo_charge:R:1
Cl -0.893 -0.766 2.154 -0.03
Cl 4.137 1.625 2.753 -0.96
S 2.479 -0.972 -1.413 0.14
O -1.348 -3.485 0.510 -0.58
O 0.453 -2.391 -0.372 -0.49
O -1.879 -1.430 -0.349 -0.57
C 2.230 0.796 -0.799 -0.52
C -1.513 1.424 -0.505 -0.63
C -2.549 0.778 0.533 -0.44
C -0.926 -2.453 -0.080 0.98
C 0.733 -1.656 -1.597 -0.23
C -2.235 -0.755 0.905 0.11
C 2.332 0.935 0.799 -0.65
H 0.750 -2.317 -2.536 0.20
H -0.528 1.673 0.013 0.24
H 0.074 -0.745 -1.773 0.21
H -3.584 0.819 0.028 0.21
H -1.326 0.800 -1.440 0.21
H 3.134 1.370 -1.231 0.23
H 1.272 0.754 1.225 0.17
H 2.573 2.026 1.072 0.26
H -2.533 1.420 1.490 0.24
H 1.228 1.219 -1.142 0.20
H 3.058 0.221 1.296 0.28
H -3.162 -1.304 1.316 0.21
H -1.975 2.414 -0.858 0.21
```

## Properties
total charge	-1
2S+1	1
electronic energy	-1818.79373	hartree
gap between HOMO and LUMO	0.22583	Ha

=====

[8]
A gas-phase ion, C7H13F2N2 (charge +1), computed with ωB97M-V with the def2-TZVPD basis set.

Geometry as XYZ:
```
24
Properties=species:S:1:pos:R:3:nbo_charge:R:1
F 2.968 -0.752 -0.076 -0.33
F 1.107 -1.453 0.885 -0.37
N 2.384 1.755 0.051 -0.75
N -1.701 -0.866 1.043 -0.50
C 1.633 -0.495 0.033 0.64
C 1.620 0.849 0.744 0.09
C -1.471 -1.292 -0.372 -0.22
C 0.885 -0.572 -1.359 -0.44
C -0.773 0.999 -0.099 -0.35
C -1.880 0.589 0.829 -0.29
C -0.623 -0.206 -1.065 -0.28
H -0.812 2.049 -0.432 0.24
H -1.011 -2.246 -0.533 0.24
H 1.227 0.197 -1.993 0.23
H -2.788 0.828 0.356 0.22
H 1.056 -1.652 -1.638 0.25
H -0.991 -0.090 -2.010 0.23
H -2.402 -1.382 1.552 0.44
H 1.518 0.732 1.746 0.22
H -1.870 1.327 1.740 0.26
H 2.582 1.740 -0.899 0.41
H -0.912 -1.159 1.556 0.44
H -2.549 -1.364 -0.642 0.22
H 2.801 2.463 0.581 0.41
```

## Properties
total charge	+1
2S+1	1
electronic energy	-583.40544	hartree
gap between HOMO and LUMO (alpha / beta)	0.28929 / 0.29909	Ha

=====

[9]
4 unconnected molecules or ions with the total composition C7H13F3N3O12PS, computed with ωB97M-V with the def2-TZVPD basis set.

Geometry as XYZ:
```
40
Properties=species:S:1:pos:R:3:nbo_charge:R:1
S 2.276 -0.839 -1.853 2.05
P -0.484 -0.315 -0.451 1.51
F 3.189 1.523 -2.488 -0.29
F 1.031 1.387 -2.417 -0.31
F 2.132 0.517 -4.092 -0.28
O -5.267 3.157 0.141 -0.41
O -3.316 0.146 1.419 -0.38
O -5.351 0.655 1.903 -0.40
O 6.003 -5.245 0.264 -0.37
O 3.242 -2.107 2.088 -0.52
O -0.826 1.021 0.087 -1.07
O 1.700 -1.702 0.448 -0.50
O -6.317 4.074 -1.501 -0.36
O 7.285 -4.104 1.566 -0.38
O 3.156 -0.104 1.042 -0.49
O 3.675 -1.085 -1.648 -0.89
O 1.560 -1.881 -2.534 -0.89
N 6.443 -4.202 0.698 0.54
N -4.157 0.879 1.891 0.55
N -6.109 3.160 -0.737 0.54
C -6.953 1.942 -0.885 -0.49
C 1.374 -0.520 -0.289 -0.33
C -3.695 2.153 2.500 -0.49
C 2.769 -1.395 1.280 0.97
C 5.916 -2.933 0.127 -0.49
C 2.152 0.757 -2.805 0.75
C 1.918 0.539 0.673 -0.10
H -6.797 1.563 -1.890 0.23
H -7.986 2.249 -0.747 0.24
H -4.164 2.965 1.955 0.26
H -0.827 -0.504 -1.801 -0.04
H 1.282 0.426 1.555 0.22
H 5.473 -2.371 0.943 0.24
H -4.009 2.147 3.540 0.23
H 2.002 1.559 0.328 0.25
H 6.756 -2.394 -0.300 0.23
H 5.179 -3.172 -0.630 0.23
H -6.650 1.221 -0.134 0.25
H -0.988 -1.367 0.338 -0.03
H -2.615 2.198 2.415 0.23
```

## Properties
SMILES	O=[PH2][C@@]1(S(=O)(=O)C(F)(F)F)COC(=O)O1.C[N+](=O)[O-].C[N+](=O)[O-].C[N+](=O)[O-]
total charge	0
2S+1	1
electronic energy	-2380.49505	hartree
gap between HOMO and LUMO	0.39661	Ha

=====

[10]
A single C7H13FN4O2 molecule, computed with ωB97M-V with the def2-TZVPD basis set.

Geometry as XYZ:
```
27
Properties=species:S:1:pos:R:3:nbo_charge:R:1
F 3.017 2.144 -2.132 -0.35
O -0.480 1.442 -2.417 -0.69
O 0.898 0.823 -4.081 -0.57
N 2.556 -0.733 -2.409 -0.82
N -3.787 -0.843 2.791 -0.81
N -1.920 0.203 3.644 -0.83
N -1.963 -0.966 1.615 -0.62
C -2.572 -0.492 2.724 0.57
C 0.669 0.855 -2.912 0.78
C 0.911 -0.634 -0.760 -0.16
C 1.591 0.234 -1.811 -0.09
C -0.510 -1.137 1.373 -0.27
C 2.261 1.498 -1.183 0.05
C 0.128 -0.184 0.393 -0.18
H -1.022 1.290 -3.209 0.50
H -0.028 -1.149 2.346 0.22
H -0.417 -2.170 0.930 0.21
H 1.019 -1.695 -0.828 0.21
H 3.028 1.115 -0.454 0.18
H 0.248 0.926 0.452 0.20
H -4.239 -0.658 3.694 0.33
H -2.642 -1.608 1.144 0.42
H -1.263 0.900 3.265 0.39
H -2.372 0.407 4.476 0.39
H 3.286 -0.307 -2.940 0.38
H 2.073 -1.388 -3.083 0.38
H 1.531 2.127 -0.628 0.19
```

## Properties
SMILES	[H]/N=C(\N)NC/C=C/[C@](N)(CF)C(=O)O
total charge	0
2S+1	1
electronic energy	-743.84226	hartree
gap between HOMO and LUMO	0.33112	Ha

=====

> 2S+1 of number 6 (C7H13BrO3S)?

1